1.
ORCA calculation (the ωB97M-V functional and the def2-TZVPD basis) on a molecular structure, C9H27F6HfN12O30S6.

Atoms and positions in Å:
Hf  3.85559  -2.29929  -0.11852
N  -0.11410  0.23278  1.05181
S  -0.77383  0.92886  2.36514
O  -2.03922  0.35951  2.96147
O  -0.34038  2.26789  2.74064
F  0.35168  0.13598  3.21214
S  -1.59258  1.00146  0.30727
O  -1.64084  2.46159  0.20961
O  -2.80212  0.22992  0.18953
F  -1.06277  0.68464  -1.18388
N  6.14257  -3.09719  3.99055
S  7.67821  -2.77085  4.33533
O  8.64976  -3.89204  4.14658
O  7.96507  -1.65078  5.28015
F  7.80118  -1.98469  2.93824
S  6.11185  -3.96625  5.56783
O  6.29535  -3.19896  6.79544
O  6.42903  -5.44473  5.60164
F  4.49783  -3.93670  5.52839
N  6.50511  -0.71237  -3.69420
S  7.87152  -0.82696  -4.45124
O  8.89294  0.17566  -4.21342
O  7.87226  -1.70679  -5.64923
F  8.41429  -1.89205  -3.31562
S  6.04820  0.42551  -4.87007
O  5.14027  -0.20578  -5.77877
O  6.91229  1.52873  -5.19801
F  4.95962  1.07988  -3.83506
C  6.21111  4.28427  3.38030
N  6.01021  3.86385  1.97893
O  5.39088  2.82527  1.76051
O  6.44556  4.48410  1.06447
H  6.06468  3.36290  3.94397
H  5.40838  5.01892  3.44376
H  7.21511  4.58180  3.68286
C  -2.05089  3.08787  -10.50357
N  -1.78109  2.03836  -9.56799
O  -1.11636  2.29612  -8.49122
O  -2.07216  0.86450  -9.83502
H  -2.15405  4.07303  -10.04868
H  -2.90639  2.75846  -11.09323
H  -1.12049  3.04835  -11.07004
C  -5.50674  0.34820  9.26342
N  -6.31838  1.50690  9.74934
O  -5.71315  2.41194  10.34060
O  -7.56299  1.38888  9.79213
H  -5.66135  -0.51398  9.91214
H  -4.46520  0.66942  9.27458
H  -5.80692  0.20834  8.22496
C  -1.88388  8.36570  -2.62182
N  -0.48760  8.15393  -2.05146
O  0.17772  7.23359  -2.60484
O  -0.27411  8.73233  -0.98187
H  -2.06040  7.62264  -3.39950
H  -1.97394  9.42101  -2.87934
H  -2.63371  8.12829  -1.86716
C  -8.72125  -3.75421  -1.35030
N  -8.24860  -3.43697  0.00114
O  -7.25188  -4.02015  0.42074
O  -8.88363  -2.53329  0.58612
H  -9.37373  -4.61607  -1.21045
H  -7.81513  -4.16149  -1.79882
H  -9.18689  -2.87370  -1.79300
C  -1.66072  -7.92628  0.55072
N  -0.76610  -7.10667  1.40997
O  -0.32522  -6.13003  0.97217
O  -0.62255  -7.49434  2.58444
H  -0.93629  -8.72973  0.41741
H  -2.01500  -7.32260  -0.28486
H  -2.47690  -8.39365  1.10165
C  -7.38028  3.10363  -5.54461
N  -6.87475  3.91694  -6.68228
O  -6.94913  3.34238  -7.76896
O  -6.35515  4.96708  -6.46924
H  -6.77539  2.21639  -5.35753
H  -8.43255  2.89973  -5.74274
H  -7.31913  3.73258  -4.65648
C  2.06145  0.26670  10.81606
N  2.87043  1.24315  10.07248
O  2.43225  1.76001  9.02396
O  3.97331  1.48340  10.59301
H  1.11487  0.61246  11.23142
H  2.66982  -0.21736  11.58006
H  1.76094  -0.43744  10.04019
C  0.83708  -5.17375  -7.18527
N  0.26313  -4.59058  -5.97407
O  -0.94746  -4.58484  -5.77881
O  1.06954  -4.28665  -5.05913
H  1.92340  -5.10424  -7.12896
H  0.36432  -4.62056  -7.99681
H  0.57457  -6.22183  -7.32916

Output
HOMO = -12.053 eV
frontier orbital gap = 0.99 eV
net charge = +1

---

2.
ORCA calculation (the ωB97M-V functional and the def2-TZVPD basis) on a molecular structure, C9H27FHfNO6.

Atoms and positions in Å:
Hf  -1.19584  0.38690  -1.76059
F  0.09883  1.00367  -0.66997
C  2.87414  0.02771  -0.35725
O  3.33922  -0.69233  0.73319
H  3.71316  0.59330  -0.76251
H  2.51050  -0.54962  -1.20728
H  2.04160  0.69716  -0.14082
H  3.62934  0.00621  1.32434
C  -2.14330  -1.77660  1.43360
C  -2.23894  -0.82703  0.28028
C  -2.09853  0.68421  0.66919
O  -1.91702  1.59092  -0.36018
C  -1.69238  2.90042  0.18628
N  -1.13597  -1.13641  -0.66371
H  -2.20238  -2.81716  1.11446
H  -2.99195  -1.75812  2.11738
H  -1.15568  -1.60637  1.86222
H  -3.17551  -1.03432  -0.23737
H  -1.09783  0.66284  1.10075
H  -2.66205  1.10442  1.50224
H  -2.43982  3.21148  0.91613
H  -1.83277  3.64485  -0.59743
H  -0.71935  3.01656  0.66359
H  -1.32095  -2.12892  -0.69216
H  -0.32546  -1.14402  -0.06113
C  0.20429  -0.36561  3.11018
C  1.06710  -0.08162  1.86971
O  0.31240  -0.12809  0.68066
O  -0.11045  -1.69512  3.23387
H  -0.78460  0.05642  2.93104
H  0.47737  0.00198  4.09933
H  1.87816  -0.80686  1.80399
H  1.55690  0.85382  2.14016
H  0.65031  0.44362  -0.01255
H  -0.04400  -2.13566  2.38351
C  1.29545  0.70357  -2.93249
C  0.97331  -0.77375  -2.90793
O  -0.01908  -1.02822  -1.86497
O  0.07069  1.38908  -3.15083
H  2.01520  0.98435  -3.70140
H  1.80594  0.95730  -2.00345
H  1.89346  -1.32630  -2.71795
H  0.65744  -1.19288  -3.86326
H  0.16360  -1.93771  -1.61790
H  0.07557  2.02175  -3.87284

Output
HOMO = -18.525 eV
frontier orbital gap = 6.28 eV
net charge = +3

---

3.
ORCA calculation (the ωB97M-V functional and the def2-TZVPD basis) on a molecular structure, C9H27FNO5Zr.

Atoms and positions in Å:
Zr  -11.79475  28.27122  15.04624
F  -9.63528  28.39297  14.77941
O  -11.67896  29.66834  13.23908
H  -12.21467  29.73697  12.44881
H  -11.05898  30.39459  13.17256
O  -11.39499  26.96166  12.89295
H  -10.58722  26.77419  12.41484
H  -12.09236  26.80749  12.25566
O  -10.72960  28.25803  17.25623
H  -10.69847  27.64998  17.99483
H  -9.97986  28.83769  17.39081
O  -7.59334  30.16848  15.23608
H  -8.23156  29.46729  15.10479
H  -8.12390  30.95009  15.39042
C  -6.89067  27.59828  10.47835
C  -8.29834  27.59414  10.98865
C  -9.27064  27.30098  9.81201
C  -9.32998  25.86480  9.41424
C  -9.54429  24.84925  10.56356
C  -8.48723  25.06910  11.74145
N  -8.53743  26.54976  12.06376
O  -7.77650  26.80381  13.18036
C  -9.05942  24.25036  12.88594
C  -7.10957  24.42430  11.37626
C  -8.60614  29.02561  11.53869
H  -6.18692  27.68048  11.30664
H  -6.69834  28.48766  9.87826
H  -6.64378  26.80897  9.76832
H  -10.22176  27.82091  9.92661
H  -8.82266  27.80229  8.95404
H  -8.35519  25.60953  8.99864
H  -10.02852  25.58851  8.62442
H  -9.28885  23.90483  10.08300
H  -10.55399  24.94509  10.96285
H  -8.40513  24.29457  13.75661
H  -9.99170  24.73323  13.17886
H  -9.37361  23.22558  12.68792
H  -7.23687  23.34625  11.27782
H  -6.92078  24.86521  10.39746
H  -6.26292  24.64386  12.02671
H  -7.98330  29.39934  12.35140
H  -9.62470  28.90769  11.90845
H  -8.66109  29.70119  10.68507
H  -8.39055  27.26256  13.75837

Output
spin multiplicity = 2
HOMO (spin up / spin down) = -21.969 / -21.970 eV
frontier orbital gap (spin up / spin down) = 2.95 / 2.95 eV
net charge = +4

---

4.
ORCA calculation (the ωB97M-V functional and the def2-TZVPD basis) on a molecular structure, C9H27FNa3O12P3.

Atoms and positions in Å:
Na  -1.35157  0.57200  1.55475
Na  0.81984  2.96830  3.13161
Na  3.17556  -0.10374  2.15932
F  1.08497  0.94953  1.68992
C  -4.22862  -0.53876  5.38268
O  -3.51337  -1.74184  5.24169
P  -2.13234  -1.91994  4.37320
O  -2.04020  -1.17576  3.07478
O  -1.00522  -1.41857  5.43598
C  0.30693  -1.25848  5.02194
O  -1.86619  -3.45981  4.20656
C  -2.42752  -4.50872  5.02016
H  -4.71238  -0.47262  6.35721
H  -5.19247  -0.66592  4.88982
H  -3.81759  0.39931  5.00961
H  0.86654  -2.19162  5.08661
H  0.98474  -0.67023  5.64050
H  0.55328  -0.81073  4.05916
H  -3.31356  -4.29376  5.61752
H  -1.52822  -4.81760  5.55303
H  -2.74666  -5.28675  4.32668
C  -2.38029  -2.77717  -4.03588
O  -1.60110  -1.59497  -3.81701
P  -0.26621  -1.96123  -2.97984
O  0.72417  -2.64639  -3.84946
O  0.43990  -0.50996  -2.72434
C  -0.32239  0.42119  -1.90951
O  -0.69550  -2.59301  -1.53609
C  0.24849  -2.50638  -0.33052
H  -1.84511  -3.71749  -4.16810
H  -2.96253  -2.51524  -4.91934
H  -3.15024  -2.94541  -3.28290
H  0.21093  0.91646  -1.09811
H  -1.16860  -0.04310  -1.40309
H  -0.91626  1.09732  -2.52455
H  -0.11095  -2.98223  0.58188
H  0.60843  -1.47815  -0.36647
H  1.13481  -3.03013  -0.68860
C  0.51583  4.04384  -4.65846
O  0.88795  3.45218  -3.46273
P  2.32431  3.71523  -2.75767
O  2.88337  5.09599  -2.76762
O  2.09905  3.07213  -1.26162
C  3.18361  2.79629  -0.48589
O  3.26993  2.66588  -3.50886
C  4.16738  3.19050  -4.56431
H  1.19722  3.86817  -5.49090
H  0.55522  5.12600  -4.53407
H  -0.51110  3.80071  -4.93123
H  2.98971  2.43083  0.52255
H  3.70516  3.72607  -0.25876
H  3.82215  2.14429  -1.08192
H  5.18087  3.32026  -4.18470
H  3.81434  4.18545  -4.83551
H  4.05162  2.67763  -5.51912

Output
spin multiplicity = 2
HOMO (spin up / spin down) = -16.605 / -16.605 eV
frontier orbital gap (spin up / spin down) = 7.11 / 2.94 eV
net charge = +3

---

5.
ORCA calculation (the ωB97M-V functional and the def2-TZVPD basis) on a molecular structure, C9H27N7O9PZn.

Atoms and positions in Å:
Zn  -0.84018  -0.35646  -0.55689
P  -0.74914  -2.94656  -0.92480
O  -1.83930  -3.85144  -1.51110
O  0.46069  -3.83843  -0.61453
O  -1.22995  -2.08170  0.33209
O  -0.34148  -1.73257  -1.85823
C  -3.91413  -0.76844  -1.53058
O  -2.81935  -0.15789  -1.46392
N  -5.10062  -0.02430  -1.53520
N  -4.05401  -2.09951  -1.63030
H  -5.94267  -0.46705  -1.22421
H  -5.05703  0.97351  -1.53986
H  -3.24656  -2.84594  -1.68053
H  -4.99483  -2.42680  -1.49004
C  1.30822  -2.20778  2.50918
O  2.01199  -1.72798  3.43055
N  -0.07072  -2.16379  2.47474
N  1.86025  -2.68201  1.34657
H  -0.57161  -2.23382  1.56765
H  -0.57199  -1.99149  3.32145
H  2.85430  -2.81991  1.35342
H  1.29983  -3.15126  0.56520
C  -0.84042  2.58968  -2.16584
O  -0.70702  1.51183  -1.63113
N  -1.95183  2.83046  -2.96268
N  0.05541  3.62665  -2.00273
H  -1.92160  3.57315  -3.63235
H  -2.56921  2.04030  -3.05620
H  0.78570  3.59087  -1.31583
H  -0.05033  4.54316  -2.39484
C  5.26572  1.58290  0.65759
O  3.95466  1.39568  0.17425
C  3.69574  0.01429  -0.14984
C  2.28931  -0.10284  -0.72247
N  1.20340  -0.14305  0.25271
C  1.10297  1.04994  1.13028
C  -0.14177  0.94187  1.98584
O  -1.24296  0.72715  1.11314
C  -2.46076  0.88500  1.76942
H  5.55891  0.86044  1.42831
H  5.23581  2.56850  1.13407
H  6.04228  1.58961  -0.11765
H  3.75646  -0.60762  0.75196
H  4.42961  -0.26661  -0.91205
H  2.25488  -1.03387  -1.29648
H  2.11871  0.69339  -1.45344
H  1.50491  -0.85742  0.92697
H  1.00352  1.95666  0.51702
H  2.03413  1.24022  1.67124
H  -0.27709  1.85775  2.57297
H  -0.04226  0.12622  2.70988
H  -2.76015  1.94215  1.82587
H  -2.55601  0.41071  2.74489
H  -3.22241  0.46446  1.10648

Output
HOMO = -3.661 eV
frontier orbital gap = 5.59 eV
net charge = -1